i) {
  "formula": "C3H8NOP",
  "method": "ωB97M-V/def2-TZVPD",
  "symbols": ["C", "C", "C", "N", "O", "P", "H", "H", "H", "H", "H", "H", "H", "H"],
  "xyz": [[2.071, -2.165, 0.061], [2.262, 0.398, 0.069], [-2.980, -0.703, 0.076], [1.831, -0.972, 0.156], [2.212, -3.301, 0.024], [-1.118, -0.612, -0.229], [2.337, 0.787, 1.062], [3.067, 0.511, -0.532], [1.509, 1.098, -0.424], [-3.383, -0.873, -1.004], [-3.155, 0.233, 0.516], [-3.182, -1.577, 0.651], [-0.736, -1.256, 0.996], [-1.083, -2.019, -0.951]],
  "homo_energy_ha": -0.347,
  "smiles": "CN=C=O.CP"
}

ii) {
  "formula": "C3H8NOP",
  "method": "ωB97M-V/def2-TZVPD",
  "symbols": ["C", "C", "C", "N", "O", "P", "H", "H", "H", "H", "H", "H", "H", "H"],
  "xyz": [[1.417, 0.879, 0.459], [0.029, -0.644, -0.886], [0.784, -0.429, 0.196], [-2.588, -1.078, 0.550], [-1.768, 1.487, 0.275], [-1.874, 0.097, -0.214], [1.496, 0.870, 1.500], [2.534, 0.978, 0.174], [0.681, 1.600, 0.198], [-0.432, -1.614, -1.093], [-0.045, 0.216, -1.530], [-2.371, 0.071, -1.581], [0.954, -1.158, 0.917], [-2.692, -0.880, 1.501]],
  "homo_energy_ha": [-0.336, -0.336]
}

Top of the stability list: i), leading by 10.9 kcal/mol.